51
Properties=species:S:1:pos:R:3:lowdin_charge:R:1 method="wB97M-V/def2-TZVPD" charge=+2 total_energy_ev=-132949.92730 homo_energy_ev=-15.424 lumo_ev=-8.7 homo_lumo_gap_ha=0.2462 fmax_ev_per_a=0.1
Rh -0.856 -1.121 -1.292 1.114
O 2.546 -5.516 0.859 0.172
C 1.908 -4.447 0.440 -0.259
C 2.504 -3.187 0.261 0.065
C 1.745 -2.138 -0.191 -0.051
N 0.436 -2.301 -0.444 -0.132
C -0.121 -3.507 -0.285 -0.621
Br -1.943 -3.416 -0.809 1.042
C 0.539 -4.609 0.154 0.046
H 3.489 -5.368 1.023 0.157
H 3.557 -3.034 0.460 0.144
H 2.161 -1.155 -0.362 0.133
H 0.058 -5.571 0.267 0.153
O 2.904 0.317 -5.418 0.174
C 3.003 1.144 -4.396 -0.484
O 3.841 1.991 -4.308 0.133
C 1.995 1.002 -3.279 -0.007
C 1.908 1.872 -2.185 -0.551
Cl 2.745 3.286 -1.860 0.937
N 0.938 1.438 -1.351 -0.041
N 0.354 0.341 -1.891 -0.015
C 1.005 0.063 -3.032 -0.103
C 0.557 -1.186 -3.731 -0.498
O 0.985 -1.518 -4.804 0.161
O -0.335 -1.861 -3.039 -0.153
C 0.447 2.098 -0.171 -0.254
C -0.812 2.678 -0.197 -0.017
C -1.256 3.353 0.930 -0.047
C -0.433 3.464 2.046 -0.047
C 0.833 2.895 2.044 -0.042
C 1.281 2.200 0.930 -0.039
H 2.194 -0.355 -5.332 0.082
H -1.419 2.631 -1.094 0.129
H -2.229 3.826 0.924 0.125
H -0.775 4.015 2.912 0.123
H 1.482 3.006 2.903 0.124
H 2.279 1.778 0.905 0.123
F -4.871 1.426 3.740 0.182
C -3.565 1.257 3.916 -0.596
F -3.367 0.474 4.976 0.184
F -3.009 2.450 4.167 0.169
C -2.911 0.652 2.686 -0.060
C -3.608 0.503 1.500 0.055
C -2.936 -0.016 0.412 -0.100
N -1.645 -0.373 0.468 -0.104
C -0.978 -0.233 1.621 -0.090
C -1.578 0.275 2.752 0.047
H -4.649 0.781 1.417 0.144
H -3.447 -0.151 -0.536 0.127
H 0.061 -0.530 1.626 0.117
H -1.012 0.377 3.668 0.149